Record 1
The following is a DFT calculation (ωB97M-V with the def2-TZVPD basis set) of C5H11N in the gas phase.

HOMO: -0.327 Eh
SMILES string: CN1CC1(C)C
ΔE to the lowest compared entry with this formula, charge and spin: 1.406 eV
Total charge: 0

Element x y z (Å)
C1 1.7876 0.5090 -0.6891
N1 1.1087 -0.3713 0.2356
C2 0.4881 0.1829 1.4255
C3 -0.3411 -0.2553 0.2564
C4 -1.0689 0.8250 -0.5869
C5 -1.1165 -1.5598 0.2021
H1 2.0548 -0.0698 -1.5783
H2 1.1252 1.3181 -1.0010
H3 2.6899 0.9406 -0.2505
H4 0.5162 1.2606 1.6008
H5 0.6449 -0.4045 2.3343
H6 -1.9788 1.1102 -0.0571
H7 -1.3524 0.4022 -1.5598
H8 -0.5765 1.7783 -0.8246
H9 -2.1257 -1.4169 0.6031
H10 -1.2151 -1.8623 -0.8486
H11 -0.6405 -2.3873 0.7379


Record 2
The following is a DFT calculation (ωB97M-V with the def2-TZVPD basis set) of C5H11N as an isolated structure.

HOMO: -0.285 Eh
ΔE to the lowest compared entry with this formula, charge and spin: 4.269 eV
Total charge: 0

Element x y z (Å)
C1 1.2251 -0.1322 -1.0275
N1 1.4463 0.7492 1.0536
C2 0.3346 0.5256 1.7024
C3 0.0766 0.0429 0.0028
C4 -0.9700 1.0477 -0.5051
C5 -0.5533 -1.3678 0.0899
H1 1.8529 -0.9755 -0.7332
H2 0.7473 -0.3483 -1.9903
H3 1.8693 0.7389 -1.1186
H4 -0.4120 1.3359 1.8791
H5 0.2182 -0.3018 2.4418
H6 -1.9322 0.9685 0.0160
H7 -1.1670 0.8390 -1.5641
H8 -0.6088 2.0749 -0.4179
H9 -1.4980 -1.4290 0.6387
H10 -0.7741 -1.6562 -0.9493
H11 0.1450 -2.1118 0.4817


Record 3
The following is a DFT calculation (ωB97M-V with the def2-TZVPD basis set) of C5H11N in the gas phase.

HOMO: -0.328 Eh
SMILES string: CCN1C[C@H]1C
ΔE to the lowest compared entry with this formula, charge and spin: 1.307 eV
Total charge: 0

Element x y z (Å)
C1 0.6564 -1.4182 -1.5047
C2 1.2785 -0.1433 -0.9069
N1 0.6853 0.4218 0.3113
C3 0.0674 -0.4594 1.2825
C4 -0.7550 0.4702 0.4646
C5 -1.3720 1.7251 1.0354
H1 0.1616 -2.0261 -0.7407
H2 -0.0846 -1.2037 -2.2807
H3 1.4299 -2.0543 -1.9457
H4 2.3333 -0.3281 -0.6719
H5 1.2668 0.6582 -1.6549
H6 -0.0178 -1.5212 1.0526
H7 0.2868 -0.2518 2.3279
H8 -1.3418 -0.0119 -0.3214
H9 -2.3271 1.4975 1.5238
H10 -1.5634 2.4682 0.2531
H11 -0.7044 2.1770 1.7757


Number 1: energy -251.8109 Ha. Number 2: energy -251.7057 Ha. Number 3: energy -251.8145 Ha.